(1)
One molecule with the formula C5H11N at a distorted geometry. Source: the Open Molecules 2025 dataset; level of theory: ωB97M-V/def2-TZVPD.

Results
SMILES string: C=CCCCN
E_HOMO in Eh: -0.329
Energy in Eh: -251.77759

```
! wB97M-V def2-TZVPD RIJCOSX def2/J DEFGRID3
* xyz 0 1
C -1.78308 -0.51202 -0.29599
C -0.19622 -0.66135 -0.16480
C 0.47995 0.10406 1.00817
C 2.42863 1.38986 0.23883
C 1.99774 0.30604 0.97211
N -2.06405 -0.57519 -1.70459
H -2.18713 0.40296 0.25268
H -2.27046 -1.40228 0.23083
H 0.15143 -1.68385 -0.02938
H 0.13372 -0.17943 -1.02935
H 0.09301 -0.30570 2.01014
H 0.12691 1.14846 0.95930
H 3.48120 1.46451 0.08376
H 2.05268 2.35797 -0.10790
H 2.57163 -0.15810 1.67479
H -2.04927 -1.51062 -2.10283
H -2.96667 -0.18534 -1.99577
*
```


(2)
A 2-piece molecular cluster, C4H11NO overall at a distorted geometry. Source: the Open Molecules 2025 dataset; level of theory: ωB97M-V/def2-TZVPD.

Results
SMILES string: CC(C)=CN.O
E_HOMO in Eh: -0.283
Energy in Eh: -288.97699

```
! wB97M-V def2-TZVPD RIJCOSX def2/J DEFGRID3
* xyz 0 1
C -1.19955 0.67624 0.94896
C -0.12135 0.84535 -0.07887
C 1.12024 0.40746 0.14444
N 1.63263 -0.21702 1.27010
C -0.59388 1.14716 -1.47908
H -1.88310 1.52975 1.00271
H -1.83543 -0.17390 0.71501
H -0.78381 0.56399 1.94456
H 1.84887 0.52251 -0.64655
H 2.57999 -0.00643 1.52539
H 1.01843 -0.49931 2.01316
H -0.78258 2.22520 -1.58365
H 0.08744 0.84306 -2.26616
H -1.55309 0.66222 -1.62937
H 0.05371 -2.73070 -0.19315
H -0.15015 -1.95298 -1.46627
O -0.65726 -2.36569 -0.74896
*
```


(3)
C2H2N4O2 as an isolated structure at a distorted geometry. Source: the Open Molecules 2025 dataset; level of theory: ωB97M-V/def2-TZVPD.

Results
E_HOMO in Eh: -0.396
Energy in Eh: -446.72545

```
! wB97M-V def2-TZVPD RIJCOSX def2/J DEFGRID3
* xyz 0 1
C 1.08217 -0.43842 0.05596
C -1.22321 -0.27236 -0.08515
H 2.75079 0.06957 0.23705
H -0.40734 -2.13196 -0.33243
N 2.27490 -1.02323 -0.23811
N 1.31311 0.86448 0.40268
N 0.33995 1.61153 -0.06122
N -0.20882 -1.06119 0.05627
O -1.04519 1.04944 -0.32260
O -2.39621 -0.60121 0.21674
*
```


(4)
A 2-piece molecular cluster, C3H6NO2 overall at a distorted geometry. Source: the Open Molecules 2025 dataset; level of theory: ωB97M-V/def2-TZVPD.

Results
E_HOMO in Eh: -0.147
Energy in Eh: -323.08344

```
! wB97M-V def2-TZVPD RIJCOSX def2/J DEFGRID3
* xyz -1 1
C -1.31049 -1.95237 0.11098
C -0.45503 -0.28741 -1.38676
N -0.71717 -1.49803 -1.13890
H -0.58661 -2.38990 0.83690
H -2.19241 -2.59560 -0.03738
H -1.84432 -1.17621 0.74062
H 0.51517 0.03907 -1.27698
H -1.20452 0.48820 -1.23788
O 1.25497 2.18112 -0.14857
C 1.87406 2.38784 0.88350
O 1.98057 1.59133 1.89001
H 2.68577 3.21197 0.76446
*
```


(5)
C19H61FeO32P5S2 as an isolated structure at a distorted geometry. Source: the Open Molecules 2025 dataset; level of theory: ωB97M-V/def2-TZVPD.

Results
⟨S²⟩: 8.76
E_HOMO (alpha / beta) in Eh: -0.224 / -0.223
Energy in Eh: -6935.44257

```
! wB97M-V def2-TZVPD RIJCOSX def2/J DEFGRID3
* xyz -1 6
Fe 22.50383 10.73259 14.00410
S 20.10316 9.61070 13.53262
O 21.01651 9.68835 14.63373
O 18.89925 10.40155 13.86732
O 21.10220 10.28273 12.78380
O 19.78418 8.21632 13.11748
S 24.57378 12.11300 12.99536
O 24.09326 11.70090 14.29631
O 24.55675 13.55660 12.83443
O 25.82554 11.47876 12.64103
O 23.45219 11.43755 12.41839
C 28.39345 9.94408 13.20095
O 28.06252 11.01643 13.98797
H 29.40925 9.57109 13.33179
H 27.66979 9.14989 13.38444
H 28.15151 10.08202 12.14713
H 27.15295 11.19926 13.74129
C 27.07769 14.49170 14.79110
O 25.77160 15.06490 14.60905
H 27.73308 14.82805 13.98771
H 27.45430 14.78534 15.77092
H 26.95087 13.42144 14.62811
H 25.22263 14.56112 14.00371
C 19.29631 8.31752 17.43892
O 20.54145 8.96145 17.10157
H 19.29471 7.71825 18.34940
H 18.52557 9.06465 17.62829
H 18.92550 7.78135 16.56536
H 20.52307 9.24287 16.18393
C 26.33708 9.08261 10.20109
O 25.03258 9.58270 10.29370
H 27.05628 9.88988 10.06268
H 26.41879 8.60594 11.17793
H 26.34543 8.30941 9.43286
H 24.95751 10.30811 10.91800
C 25.49557 12.20421 17.14537
O 24.69462 11.19814 17.77240
P 23.04270 11.15273 17.55949
O 22.58077 10.81080 16.20399
O 22.55985 10.14848 18.82459
C 21.54006 10.64781 19.69486
O 22.63978 12.66963 17.94198
C 23.14618 13.25797 19.18844
H 25.04554 13.12778 16.78125
H 25.91956 11.75773 16.24593
H 26.42973 12.42470 17.66193
H 21.00697 11.57551 19.48678
H 21.80108 10.61159 20.75252
H 20.90668 9.76366 19.62272
H 23.67824 12.60317 19.87855
H 22.28592 13.69344 19.69680
H 23.73630 14.14754 18.96812
C 22.23699 11.40684 9.40156
O 21.36049 10.69840 8.61769
P 19.92474 11.47319 8.29385
O 19.71257 12.68173 9.08160
O 19.92041 11.72422 6.64774
C 20.55526 12.83589 5.99851
O 18.75803 10.42325 8.56875
C 18.19187 10.07243 9.81183
H 21.89347 12.19351 10.07331
H 22.90618 11.93758 8.72435
H 22.77994 10.77355 10.10316
H 19.84098 13.40060 5.39934
H 21.29956 12.50619 5.27366
H 21.14103 13.30277 6.79034
H 18.74335 10.40247 10.69219
H 18.30155 8.99787 9.95809
H 17.13393 10.32737 9.74959
C 22.88202 15.93545 15.82555
O 22.80267 14.55928 15.36966
P 21.40520 13.96676 14.85409
O 21.46047 12.50633 14.54723
O 20.34608 14.28720 16.09438
C 19.56233 13.33313 16.75651
O 21.11610 15.02210 13.61637
C 21.21416 14.68644 12.28014
H 22.92513 15.88268 16.91342
H 22.13937 16.68016 15.53923
H 23.85992 16.24868 15.45991
H 18.98169 13.91248 17.47436
H 20.11835 12.68171 17.43074
H 19.04150 12.73117 16.01187
H 20.20565 14.97275 11.98177
H 21.34262 13.60637 12.20897
H 21.96795 15.05424 11.58399
C 25.28971 6.46266 12.79031
O 25.54163 7.58381 13.52707
P 24.62402 8.10871 14.68389
O 23.52947 9.00975 14.19669
O 24.23974 6.77615 15.59592
C 23.36864 6.91405 16.77835
O 25.77730 8.79852 15.62447
C 26.93636 8.07975 16.16979
H 25.60623 5.52556 13.24831
H 25.72519 6.63012 11.80521
H 24.22239 6.46413 12.56914
H 22.35916 6.57855 16.54066
H 23.32807 7.97183 17.03829
H 23.85821 6.42398 17.61992
H 26.91967 7.01690 15.92859
H 26.90941 8.21033 17.25161
H 27.89258 8.56714 15.97959
C 21.51403 3.23410 9.93287
O 20.82879 4.37035 9.46921
P 20.47040 5.68871 10.35767
O 20.25487 5.39645 11.78353
O 21.84163 6.49499 10.00761
C 21.93802 7.87584 10.01860
O 19.31908 6.34452 9.52726
C 19.37816 6.76132 8.19814
H 21.02850 2.51772 10.59556
H 22.38542 3.54226 10.51065
H 21.84901 2.70266 9.04211
H 21.04027 8.39316 10.35704
H 22.29048 8.20855 9.04229
H 22.77850 8.15602 10.65358
H 18.38697 6.64833 7.75897
H 20.08221 6.30180 7.50441
H 19.54231 7.83753 8.14399
*
```


(6)
A 3-piece molecular cluster, C3H12N2O2 overall at a distorted geometry. Source: the Open Molecules 2025 dataset; level of theory: ωB97M-V/def2-TZVPD.

Results
⟨S²⟩: 0.76
E_HOMO (alpha / beta) in Eh: -0.523 / -0.523
Energy in Eh: -381.16222

```
! wB97M-V def2-TZVPD RIJCOSX def2/J DEFGRID3
* xyz 1 2
C -1.39399 0.19941 -0.78315
C 0.10163 0.44048 -0.76219
C 0.83742 -0.34977 0.08153
N 2.15098 0.03766 0.39494
N 0.75661 1.25470 -1.75492
H -1.88777 0.49042 0.15793
H -1.81688 -0.84582 -0.84595
H -1.73209 0.68383 -1.65758
H 0.49486 -1.09909 0.77364
H 2.76383 -0.71805 0.69631
H 2.53029 0.61157 -0.32127
H 0.90907 2.07806 -1.21722
H 0.18941 1.46245 -2.53312
H 1.01077 2.12780 0.41868
H 1.47195 3.32358 1.25570
O 1.17874 3.09572 0.42898
H -2.64632 -3.94270 2.53912
H -2.12485 -4.74565 1.50586
O -2.79367 -4.10461 1.62273
*
```


Question: energy of number 5 (C19H61FeO32P5S2)?
Answer: -6935.44257 Eh


Question: energy of number 4 (C3H6NO2)?
Answer: -323.08344 Eh